ORCA calculation (the ωB97M-V functional and the def2-TZVPD basis) on C16H13BN5O7SV as an isolated structure.

```
44
Properties=species:S:1:pos:R:3:lowdin_charge:R:1
V -0.4525 -0.9649 -1.2122 1.013
S -0.3788 -1.2187 1.4995 0.669
O 0.4499 -1.9210 2.4181 -0.242
O 2.2979 -2.5003 -1.9501 0.138
O -1.0143 -2.0503 0.4189 -0.373
O 2.4963 -0.2330 -2.1668 0.122
O -1.3633 -1.6431 -2.9011 -0.110
O -2.7044 -0.6638 -1.5385 -0.060
O -3.4828 -1.5301 -3.3735 0.131
N -0.0758 2.1099 1.1505 0.173
N -4.6158 1.7475 4.3173 0.110
N 0.4113 -0.1666 0.5986 -0.142
N -2.5824 -1.2788 -2.6306 -0.521
N -0.4582 1.1421 -0.9831 0.051
C -0.9117 3.4230 -0.6732 -0.029
C 4.6476 -3.0423 -2.5275 0.008
C 4.8939 -0.2235 -2.8044 0.004
C 3.7068 -0.8201 -2.4455 -0.212
C -2.8998 -0.2026 1.7228 -0.042
C 5.9772 -1.0722 -3.0266 -0.094
C -0.8826 2.3016 -1.4757 -0.063
C -0.0524 1.0921 0.3035 -0.458
C -1.4226 0.0809 3.6174 -0.048
C -0.5098 3.2613 0.6476 -0.090
C 3.5867 -2.1929 -2.3117 -0.209
C -1.6725 -0.4141 2.3416 -0.305
C 5.8566 -2.4512 -2.8909 -0.092
C -2.4051 0.7853 4.2779 -0.019
C -3.8808 0.5039 2.3873 -0.013
C -3.6485 1.0072 3.6726 -0.311
B 1.6182 -1.2824 -1.8523 -0.417
H -0.5356 4.0988 1.3359 0.116
H -2.2178 1.1713 5.2723 0.115
H -4.5316 1.8395 5.3152 0.095
H -0.4624 -0.0954 4.0832 0.122
H -1.2052 2.3106 -2.5090 0.132
H 4.5415 -4.1126 -2.4178 0.120
H -3.0927 -0.6006 0.7357 0.097
H -5.5623 1.6426 3.9939 0.095
H 4.9764 0.8499 -2.9051 0.117
H 6.9317 -0.6483 -3.3092 0.099
H -1.2472 4.3771 -1.0489 0.106
H 6.7189 -3.0794 -3.0703 0.099
H -4.8421 0.6634 1.9145 0.117
```

Values from the calculation:
**⟨S²⟩**: 2.022
**Kohn-Sham gap (alpha / beta)**: 8.02 / 7.97 eV
**Spin multiplicity**: 3


ORCA calculation (the ωB97M-V functional and the def2-TZVPD basis) on CBr2OS as an isolated structure.

```
5
Properties=species:S:1:pos:R:3:lowdin_charge:R:1
Br -0.1795 0.5984 2.2688 0.723
Br 0.0518 -1.1575 -2.2026 0.320
S -0.2140 -1.2343 -0.0701 0.392
O 0.3657 1.3780 -0.3840 -0.149
C -0.0241 0.4154 0.3879 -1.287
```

Values from the calculation:
**Kohn-Sham gap**: 9.35 eV


ORCA calculation (the ωB97M-V functional and the def2-TZVPD basis) on one molecule with the formula C5H6N2O4.

```
17
Properties=species:S:1:pos:R:3:lowdin_charge:R:1
O 0.7189 1.0909 2.5521 0.104
O -2.4616 -0.4272 -0.3414 0.131
O -2.0983 1.6439 0.1872 0.105
O 0.2399 0.2229 -1.3524 -0.106
N 0.7843 2.2160 0.5053 0.203
N -1.8442 0.4794 0.0949 -0.351
C -0.2008 -1.2793 0.7092 -0.069
C 0.3773 -1.8826 -0.2860 -0.035
C 0.5148 1.2028 1.3652 -0.486
C 0.5360 -1.0808 -1.5663 -0.297
C -0.3115 0.1715 0.6064 0.067
H -0.0778 -1.4536 -2.4194 0.140
H 1.5820 -1.0814 -1.7834 0.107
H 1.3794 2.9390 0.9016 0.136
H -0.2590 -1.8528 1.6099 0.130
H 0.5518 2.0904 -0.4442 0.080
H 0.5689 -2.9992 -0.3388 0.142
```

Values from the calculation:
**Kohn-Sham gap**: 8.80 eV


ORCA calculation (the ωB97M-V functional and the def2-TZVPD basis) on one molecule with the formula C11H12N2O2S2.

```
29
Properties=species:S:1:pos:R:3:lowdin_charge:R:1
S 1.3345 0.3639 -2.4960 1.042
S 2.5366 -1.6930 4.0345 0.671
O -1.1967 0.7371 2.5572 0.094
O 1.0963 -1.8756 -0.4856 0.072
N 0.5238 -0.4907 3.0638 0.105
N 1.9551 -1.4252 1.4500 0.139
C -0.1174 -0.1148 0.5952 -0.275
C 0.7263 1.3173 -3.8304 -0.407
C -0.3164 0.0188 2.0964 -0.374
C 1.0240 -1.1519 0.4755 -0.400
C -0.3009 2.3701 -2.0291 -0.122
C 0.4128 1.3912 -1.3892 -0.521
C 1.6457 -1.1681 2.7591 -0.865
C 0.3844 1.2574 0.0762 -0.122
C -1.9368 -1.9194 0.4665 -0.072
C -0.1566 2.3035 -3.4450 -0.183
C -1.4004 -0.5815 -0.1166 -0.143
H -0.8980 3.1126 -1.5064 0.118
H -0.6380 2.9359 -4.1933 0.103
H 1.0070 1.1040 -4.8837 0.076
H 1.3953 1.4480 0.4537 0.140
H -1.1606 -0.7715 -1.1700 0.114
H 2.5760 -2.2127 1.3015 0.156
H -0.2843 2.0017 0.4681 0.124
H -2.7440 -2.3293 -0.1665 0.083
H -1.1760 -2.7119 0.4991 0.077
H -2.2255 0.1540 -0.0810 0.139
H -2.3571 -1.8205 1.4642 0.072
H 0.2909 -0.2493 4.0319 0.159
```

Values from the calculation:
**SMILES**: CCC1(Cc2cccs2)C(=O)NC(=S)NC1=O
**Kohn-Sham gap**: 8.75 eV


ORCA calculation (the ωB97M-V functional and the def2-TZVPD basis) on a 2-piece molecular cluster, C3H7INO overall.

```
13
Properties=species:S:1:pos:R:3:lowdin_charge:R:1
I -0.0823 2.2644 -1.0370 1.055
O -0.7428 -0.5540 0.1532 -0.090
N -0.4098 1.9456 1.8880 0.150
C 0.2428 1.5723 0.9227 -0.583
C 0.4939 -1.5244 -1.5167 -0.064
C -0.4296 -1.5845 -0.4241 -0.294
H -0.1089 1.6082 2.8019 0.171
H 1.4209 -2.0338 -1.2148 0.103
H 0.8780 -0.4197 -1.7090 0.067
H 0.8850 0.7034 0.8832 0.078
H -1.2230 2.5689 1.8118 0.163
H -0.8551 -2.5619 -0.2086 0.135
H -0.0692 -1.9845 -2.3506 0.111
```

Values from the calculation:
**Kohn-Sham gap**: 9.13 eV
**Total charge**: +1


ORCA calculation (the ωB97M-V functional and the def2-TZVPD basis) on a 2-piece molecular cluster, C2H4ClNO2 overall.

```
10
Properties=species:S:1:pos:R:3:lowdin_charge:R:1
Cl -3.2450 0.4485 0.4447 0.544
O 0.4711 1.6505 -0.3645 0.090
O -0.8662 -0.4199 0.0525 -0.261
N 0.6865 0.6586 0.2191 -0.179
C -2.1085 -0.3258 -0.6607 -0.665
C 1.6798 0.2223 0.8758 0.053
H 2.5163 0.8635 1.1000 0.090
H -2.5534 -1.2746 -1.0325 0.084
H -1.9552 0.4090 -1.4938 0.076
H 1.7061 -0.9490 1.2895 0.169
```

Values from the calculation:
**Kohn-Sham gap (alpha / beta)**: 8.26 / 8.25 eV


What are the energy relative to the best compared isomer or geometry (same formula, charge and spin) values for these records? In order: 0.00, 12.47, 620.30, 0.00, 119.90, 587.78 kJ/mol.
What are the strongest force on any atom values for these records? In order: 0.007, 0.140, 0.093, 0.074, 0.113, 0.110 Eh/bohr.